{
  "formula": "C57H133N5O26",
  "method": "ωB97M-V/def2-TZVPD",
  "elements": ["C", "O", "C", "C", "O", "C", "C", "O", "C", "H", "H", "H", "H", "H", "H", "H", "H", "H", "H", "H", "H", "H", "H", "C", "O", "C", "C", "O", "C", "C", "O", "C", "H", "H", "H", "H", "H", "H", "H", "H", "H", "H", "H", "H", "H", "H", "C", "O", "C", "C", "O", "C", "C", "O", "C", "H", "H", "H", "H", "H", "H", "H", "H", "H", "H", "H", "H", "H", "H", "C", "O", "C", "C", "O", "C", "C", "O", "C", "H", "H", "H", "H", "H", "H", "H", "H", "H", "H", "H", "H", "H", "H", "C", "O", "C", "C", "O", "C", "C", "O", "C", "H", "H", "H", "H", "H", "H", "H", "H", "H", "H", "H", "H", "H", "H", "C", "O", "C", "C", "O", "C", "C", "O", "C", "H", "H", "H", "H", "H", "H", "H", "H", "H", "H", "H", "H", "H", "H", "C", "O", "C", "C", "O", "C", "C", "O", "C", "H", "H", "H", "H", "H", "H", "H", "H", "H", "H", "H", "H", "H", "H", "C", "N", "C", "C", "O", "H", "H", "H", "H", "H", "H", "H", "C", "N", "C", "C", "O", "H", "H", "H", "H", "H", "H", "H", "C", "N", "C", "C", "O", "H", "H", "H", "H", "H", "H", "H", "C", "N", "C", "C", "O", "H", "H", "H", "H", "H", "H", "H", "C", "N", "C", "C", "O", "H", "H", "H", "H", "H", "H", "H"],
  "xyz": [[23.69, -12.69, 10.30], [24.27, -11.80, 9.38], [24.13, -10.47, 9.80], [24.52, -9.53, 8.69], [23.56, -9.35, 7.69], [23.13, -10.51, 7.03], [22.67, -10.20, 5.62], [23.72, -9.93, 4.76], [24.30, -8.65, 4.83], [24.07, -12.50, 11.32], [23.90, -13.70, 9.98], [22.60, -12.52, 10.35], [24.76, -10.27, 10.68], [23.09, -10.25, 10.09], [25.49, -9.82, 8.26], [24.67, -8.52, 9.08], [22.24, -10.96, 7.53], [23.87, -11.32, 6.95], [21.99, -9.33, 5.69], [22.10, -11.03, 5.22], [24.27, -8.17, 3.84], [25.37, -8.74, 5.05], [23.87, -7.92, 5.51], [26.59, -2.93, 3.72], [26.10, -3.83, 4.68], [27.02, -4.14, 5.71], [26.67, -5.52, 6.20], [27.39, -5.81, 7.36], [27.41, -7.20, 7.61], [28.26, -7.45, 8.82], [27.54, -8.23, 9.74], [28.16, -8.34, 10.97], [27.57, -3.27, 3.35], [26.70, -1.93, 4.17], [25.91, -2.87, 2.88], [27.05, -3.39, 6.51], [28.04, -4.17, 5.28], [26.75, -6.34, 5.48], [25.59, -5.47, 6.43], [27.75, -7.76, 6.73], [26.37, -7.49, 7.80], [28.62, -6.49, 9.22], [29.19, -7.95, 8.51], [29.01, -9.02, 10.89], [27.53, -8.71, 11.79], [28.48, -7.37, 11.39], [22.69, -0.36, -12.30], [22.02, -1.57, -12.04], [22.87, -2.70, -12.21], [22.28, -3.91, -11.51], [22.33, -3.77, -10.10], [22.02, -4.95, -9.41], [22.41, -4.77, -7.97], [21.43, -4.03, -7.29], [21.85, -3.72, -6.01], [23.07, -0.30, -13.34], [23.53, -0.15, -11.61], [22.01, 0.49, -12.22], [23.83, -2.49, -11.71], [23.05, -2.93, -13.27], [22.89, -4.79, -11.82], [21.29, -4.19, -11.92], [22.61, -5.80, -9.77], [20.95, -5.16, -9.38], [23.43, -4.37, -7.86], [22.39, -5.74, -7.45], [21.93, -4.62, -5.35], [21.15, -3.09, -5.46], [22.83, -3.24, -5.88], [24.99, -0.30, 5.90], [24.78, -0.17, 4.53], [23.87, -1.16, 4.09], [23.47, -1.05, 2.65], [24.63, -0.95, 1.86], [24.37, -0.61, 0.56], [25.58, -0.56, -0.32], [26.65, 0.06, 0.27], [27.64, -0.80, 0.79], [25.51, 0.61, 6.19], [25.67, -1.15, 6.05], [24.07, -0.45, 6.45], [22.95, -0.87, 4.64], [24.18, -2.17, 4.39], [22.79, -0.20, 2.48], [22.97, -1.99, 2.38], [23.72, 0.28, 0.49], [23.63, -1.31, 0.12], [25.26, -0.05, -1.24], [25.82, -1.57, -0.70], [27.86, -1.66, 0.14], [27.35, -1.17, 1.79], [28.58, -0.25, 0.91], [22.64, -3.89, 7.84], [22.93, -5.28, 8.00], [21.86, -6.02, 8.47], [21.73, -5.90, 9.94], [22.75, -6.48, 10.67], [23.96, -5.73, 10.69], [24.90, -6.42, 11.65], [24.53, -6.43, 12.96], [24.58, -5.12, 13.54], [22.13, -3.77, 6.88], [23.56, -3.33, 7.84], [22.02, -3.52, 8.66], [22.02, -7.05, 8.16], [20.91, -5.65, 8.04], [20.82, -6.34, 10.35], [21.67, -4.84, 10.22], [23.70, -4.70, 11.01], [24.40, -5.64, 9.69], [25.91, -6.01, 11.53], [24.97, -7.44, 11.26], [24.83, -5.19, 14.60], [23.61, -4.63, 13.42], [25.38, -4.51, 13.10], [12.88, -8.88, -4.26], [14.10, -8.80, -4.98], [13.94, -8.96, -6.39], [15.28, -8.86, -7.09], [15.86, -7.60, -7.09], [16.43, -7.20, -5.85], [17.06, -5.86, -6.08], [17.54, -5.33, -4.86], [17.90, -4.01, -4.98], [12.41, -7.90, -4.14], [13.05, -9.28, -3.25], [12.19, -9.61, -4.72], [13.27, -8.18, -6.77], [13.51, -9.97, -6.55], [15.07, -9.11, -8.13], [15.95, -9.62, -6.66], [17.15, -8.00, -5.57], [15.72, -7.16, -5.02], [16.31, -5.16, -6.47], [17.87, -5.96, -6.82], [18.61, -3.87, -5.81], [18.33, -3.69, -4.03], [17.05, -3.31, -5.12], [23.08, -4.89, 3.01], [22.67, -4.47, 1.76], [23.67, -4.58, 0.79], [23.24, -4.02, -0.54], [22.44, -4.96, -1.23], [21.42, -4.46, -2.07], [20.72, -5.59, -2.79], [21.60, -6.46, -3.44], [20.92, -7.21, -4.37], [24.11, -4.59, 3.21], [23.00, -5.99, 3.13], [22.36, -4.57, 3.77], [23.99, -5.61, 0.62], [24.57, -4.06, 1.16], [24.20, -3.77, -1.03], [22.74, -3.04, -0.48], [21.91, -3.82, -2.83], [20.65, -3.85, -1.56], [20.08, -5.08, -3.53], [20.06, -6.17, -2.11], [20.19, -6.66, -4.97], [20.34, -7.97, -3.81], [21.52, -7.79, -5.07], [24.98, -6.77, -6.52], [24.79, -6.69, -5.10], [24.40, -7.91, -4.43], [24.74, -5.52, -4.43], [24.77, -4.41, -4.95], [24.06, -7.15, -6.97], [25.87, -7.33, -6.80], [25.09, -5.75, -6.90], [23.43, -8.28, -4.77], [25.09, -8.73, -4.64], [24.31, -7.76, -3.36], [24.54, -5.68, -3.36], [19.58, -3.31, 0.97], [19.02, -4.65, 1.01], [17.78, -4.82, 1.67], [19.84, -5.72, 0.79], [19.54, -6.86, 1.07], [19.69, -2.97, 2.00], [18.89, -2.65, 0.44], [20.54, -3.29, 0.48], [17.77, -4.24, 2.60], [16.94, -4.49, 1.06], [17.67, -5.86, 1.94], [20.83, -5.54, 0.37], [21.40, -0.24, -5.40], [21.47, -0.77, -4.04], [20.23, -1.12, -3.41], [22.65, -0.89, -3.41], [22.77, -1.27, -2.29], [22.36, -0.30, -5.92], [21.03, 0.79, -5.41], [20.72, -0.86, -6.00], [19.83, -2.04, -3.87], [20.47, -1.43, -2.38], [19.47, -0.35, -3.34], [23.47, -0.64, -4.08], [28.29, -6.75, -3.70], [27.46, -6.05, -2.75], [27.66, -4.63, -2.62], [26.96, -6.75, -1.68], [26.62, -6.27, -0.64], [27.91, -6.63, -4.72], [28.35, -7.81, -3.47], [29.32, -6.40, -3.65], [28.73, -4.42, -2.77], [27.22, -4.09, -3.47], [27.35, -4.23, -1.67], [26.93, -7.82, -1.88], [22.45, -8.36, 0.83], [23.73, -8.87, 0.31], [24.77, -9.16, 1.26], [23.96, -8.91, -1.00], [25.00, -9.24, -1.53], [22.27, -8.88, 1.77], [21.64, -8.45, 0.13], [22.60, -7.32, 1.16], [24.45, -9.75, 2.13], [25.59, -9.70, 0.79], [25.15, -8.20, 1.64], [23.10, -8.55, -1.58]],
  "mol_weight_g_mol": 1304.7,
  "smiles": "COCCOCCOC.COCCOCCOC.COCCOCCOC.COCCOCCOC.COCCOCCOC.COCCOCCOC.COCCOCCOC.CN(C)C=O.CN(C)C=O.CN(C)C=O.CN(C)C=O.CN(C)C=O",
  "charge": 0,
  "gap_ha": 0.343
}

{
  "formula": "C4H7NO2",
  "method": "ωB97M-V/def2-TZVPD",
  "elements": ["O", "C", "C", "N", "C", "O", "C", "H", "H", "H", "H", "H", "H", "H"],
  "xyz": [[-0.27, -0.67, 1.72], [0.63, -0.17, 0.75], [0.29, 1.26, 0.33], [-0.90, 1.32, -0.51], [-1.28, 0.26, -1.08], [-0.71, -0.97, -1.08], [0.60, -1.04, -0.50], [-1.13, -0.79, 1.28], [1.62, -0.21, 1.22], [1.13, 1.72, -0.20], [0.10, 1.87, 1.22], [-2.21, 0.23, -1.65], [1.34, -0.71, -1.23], [0.77, -2.09, -0.26]],
  "mol_weight_g_mol": 101.1,
  "smiles": "O[C@@H]1CN=COC1",
  "charge": 0,
  "gap_ha": 0.388,
  "e_above_lowest_ev": 1.4172
}

{
  "formula": "C22H45GdN2P3Se2",
  "method": "ωB97M-V/def2-TZVPD",
  "elements": ["Gd", "P", "P", "P", "H", "C", "C", "H", "C", "C", "C", "C", "C", "C", "C", "C", "C", "H", "H", "H", "H", "H", "H", "H", "H", "H", "H", "H", "H", "H", "H", "H", "H", "H", "H", "H", "H", "H", "H", "H", "H", "H", "H", "H", "H", "H", "C", "C", "C", "C", "C", "C", "Se", "H", "H", "H", "H", "H", "H", "C", "N", "C", "C", "N", "C", "C", "Se", "H", "H", "H", "H", "H", "H", "H", "H"],
  "xyz": [[1.64, -0.05, 0.03], [0.77, 2.39, 0.91], [-2.02, -0.22, 0.26], [0.31, 0.63, -2.43], [5.67, -1.03, -0.84], [4.97, -0.25, -1.19], [3.59, -0.26, -1.05], [3.05, -1.30, -0.87], [1.33, 2.32, 2.66], [-0.70, 3.45, 0.97], [2.09, 3.45, 0.15], [-3.21, -1.64, 0.21], [-2.16, -0.02, 2.11], [-3.32, 1.05, -0.14], [1.46, 0.70, -3.85], [-0.51, 2.26, -2.62], [-1.06, -0.32, -3.25], [5.47, 0.58, -1.68], [3.01, 0.66, -1.55], [2.14, 1.58, 2.77], [0.52, 1.99, 3.32], [1.70, 3.29, 3.01], [-1.49, 3.01, 1.58], [-1.13, 3.58, -0.02], [-0.50, 4.45, 1.37], [3.01, 2.85, -0.01], [2.30, 4.30, 0.83], [1.77, 3.84, -0.84], [-4.23, -1.33, 0.50], [-2.88, -2.45, 0.90], [-3.24, -2.04, -0.82], [-3.21, 0.06, 2.41], [-1.63, 0.89, 2.42], [-1.73, -0.91, 2.56], [-4.25, 0.79, 0.36], [-3.49, 1.06, -1.22], [-3.00, 2.04, 0.20], [0.85, 1.02, -4.70], [1.87, -0.30, -4.05], [2.28, 1.41, -3.70], [-0.66, 2.42, -3.69], [0.09, 3.08, -2.21], [-1.49, 2.22, -2.12], [-1.11, 0.02, -4.29], [-2.00, -0.08, -2.72], [-0.91, -1.42, -3.27], [2.02, -3.38, -2.43], [3.36, -3.67, -2.14], [4.31, -3.68, -3.18], [3.90, -3.46, -4.50], [2.53, -3.38, -4.80], [1.58, -3.40, -3.77], [0.75, -2.98, -0.98], [-0.50, -2.87, -1.88], [3.66, -3.91, -1.12], [5.35, -3.91, -2.96], [4.64, -3.39, -5.32], [2.20, -3.30, -5.83], [0.53, -3.50, -3.98], [0.02, -3.68, 2.52], [0.17, -2.68, 3.53], [-0.56, -2.63, 4.70], [-0.07, -1.62, 5.47], [1.00, -1.09, 4.76], [1.89, -0.07, 5.27], [1.17, -1.74, 3.56], [2.58, -1.53, 2.40], [0.94, -3.73, 1.97], [-0.81, -3.44, 1.86], [-0.18, -4.64, 3.01], [-1.34, -3.34, 4.93], [-0.34, -1.26, 6.45], [1.46, 0.94, 5.16], [2.11, -0.25, 6.33], [2.83, -0.13, 4.71]],
  "spin_multiplicity": 8,
  "mol_weight_g_mol": 745.7,
  "charge": 3,
  "s_squared": 15.84,
  "gap_ha": [0.215, 0.119],
  "e_above_lowest_ev": 4.8188
}

{
  "formula": "C2H4N2O2",
  "method": "ωB97M-V/def2-TZVPD",
  "elements": ["O", "N", "C", "C", "N", "O", "H", "H", "H", "H"],
  "xyz": [[1.28, -1.22, 0.01], [1.97, 0.04, -0.18], [1.13, 0.98, 0.05], [-0.43, 0.86, 0.08], [-0.99, -0.30, 0.33], [-2.39, -0.09, -0.17], [0.26, -0.97, -0.13], [1.52, 1.85, 0.17], [-1.20, 1.61, -0.42], [-2.68, -1.13, -0.24]],
  "mol_weight_g_mol": 88.1,
  "smiles": "O/N=C\\C=N\\O",
  "charge": 0,
  "gap_ha": 0.357,
  "e_above_lowest_ev": 6.9703
}

{
  "formula": "CH3INP",
  "method": "ωB97M-V/def2-TZVPD",
  "elements": ["H", "P", "N", "C", "I", "H", "H"],
  "xyz": [[-1.10, 2.38, 0.31], [0.12, 1.98, -0.16], [-0.26, 0.47, 0.06], [0.66, -0.57, -0.15], [2.87, 0.03, -0.01], [0.59, -1.51, 0.70], [0.38, -0.86, -1.28]],
  "mol_weight_g_mol": 186.9,
  "smiles": "[H]/P=N/CI",
  "charge": 0,
  "gap_ha": 0.304,
  "e_above_lowest_ev": 1.2466
}

{
  "formula": "CHN4",
  "method": "ωB97M-V/def2-TZVPD",
  "elements": ["C", "N", "N", "N", "N", "H"],
  "xyz": [[0.98, 0.10, 0.04], [0.36, -1.01, 0.01], [-0.90, 1.34, 0.02], [-1.09, -0.90, 0.03], [-1.51, 0.28, 0.04], [2.16, 0.19, -0.14]],
  "mol_weight_g_mol": 69.0,
  "charge": -1,
  "gap_ha": 0.304,
  "e_above_lowest_ev": 4.5928
}

{
  "formula": "C35H67NO17",
  "method": "ωB97M-V/def2-TZVPD",
  "elements": ["O", "C", "O", "C", "C", "C", "H", "H", "H", "H", "H", "H", "H", "H", "O", "C", "O", "C", "C", "C", "H", "H", "H", "H", "H", "H", "H", "H", "O", "C", "O", "C", "C", "C", "H", "H", "H", "H", "H", "H", "H", "H", "O", "C", "O", "C", "C", "C", "H", "H", "H", "H", "H", "H", "H", "H", "O", "C", "O", "C", "C", "C", "H", "H", "H", "H", "H", "H", "H", "H", "O", "C", "O", "C", "C", "C", "H", "H", "H", "H", "H", "H", "H", "H", "O", "C", "O", "C", "C", "C", "H", "H", "H", "H", "H", "H", "H", "H", "C", "C", "C", "C", "N", "H", "H", "H", "H", "H", "H", "H", "C", "C", "O", "C", "O", "O", "H", "H", "H", "H"],
  "xyz": [[-1.41, 3.80, 0.78], [-1.77, 5.00, 0.84], [-2.71, 5.67, 0.12], [-3.60, 4.93, -0.76], [-2.96, 4.15, -1.88], [-0.94, 5.89, 1.77], [-4.41, 5.54, -1.18], [-4.27, 4.34, -0.13], [-3.76, 3.90, -2.57], [-2.36, 3.33, -1.49], [-2.34, 4.80, -2.50], [-0.53, 5.29, 2.58], [-1.35, 6.75, 2.30], [-0.03, 6.19, 1.24], [-6.36, -3.57, -1.48], [-5.30, -2.99, -1.63], [-4.35, -3.46, -2.33], [-4.64, -4.44, -3.37], [-3.56, -5.50, -3.44], [-4.91, -1.67, -0.91], [-4.63, -3.85, -4.28], [-5.60, -4.94, -3.19], [-3.64, -6.05, -2.50], [-2.56, -5.19, -3.74], [-3.83, -6.26, -4.17], [-4.21, -1.88, -0.10], [-5.74, -0.96, -0.77], [-4.29, -1.09, -1.59], [0.71, -4.81, 1.13], [0.54, -5.40, 0.04], [-0.44, -5.22, -0.82], [-1.32, -4.21, -0.53], [-2.45, -4.60, 0.41], [1.44, -6.52, -0.50], [-1.78, -4.01, -1.50], [-0.87, -3.34, -0.04], [-2.03, -4.42, 1.40], [-2.67, -5.66, 0.30], [-3.29, -3.92, 0.23], [1.75, -7.05, 0.40], [2.21, -5.83, -0.84], [1.08, -7.22, -1.25], [-2.02, 4.57, 5.56], [-1.50, 4.17, 6.61], [-0.95, 2.94, 6.89], [-0.82, 1.92, 5.87], [-0.22, 0.59, 6.31], [-0.94, 5.22, 7.54], [-0.25, 2.49, 5.15], [-1.74, 1.75, 5.30], [0.31, 0.11, 5.49], [-0.96, -0.13, 6.66], [0.63, 0.63, 6.99], [-0.67, 6.12, 7.00], [-0.14, 4.81, 8.15], [-1.62, 5.60, 8.31], [-1.77, -0.44, -1.65], [-0.61, -0.73, -1.44], [0.03, -0.35, -0.38], [-0.66, 0.28, 0.70], [0.52, 0.34, 1.72], [0.26, -1.65, -2.23], [-1.48, -0.38, 0.97], [-1.11, 1.26, 0.52], [0.16, 0.84, 2.62], [1.42, 0.86, 1.39], [0.83, -0.62, 2.14], [1.28, -1.43, -1.90], [0.23, -1.30, -3.26], [0.22, -2.73, -2.11], [4.20, -2.86, -2.03], [4.51, -1.85, -1.46], [5.56, -1.02, -1.79], [6.47, -1.40, -2.79], [7.28, -0.19, -3.31], [3.79, -1.41, -0.17], [6.09, -1.94, -3.65], [7.18, -2.12, -2.39], [7.86, 0.16, -2.45], [6.64, 0.60, -3.69], [8.02, -0.49, -4.05], [3.82, -2.23, 0.54], [2.71, -1.28, -0.18], [4.22, -0.47, 0.19], [-0.87, -5.96, -5.27], [-1.28, -5.48, -6.36], [-1.43, -4.14, -6.51], [-1.32, -3.19, -5.45], [-2.62, -2.39, -5.35], [-1.69, -6.33, -7.50], [-0.50, -2.49, -5.62], [-1.03, -3.68, -4.53], [-2.54, -1.52, -6.00], [-2.79, -1.90, -4.39], [-3.50, -2.87, -5.78], [-2.39, -7.10, -7.18], [-0.77, -6.78, -7.86], [-2.10, -5.69, -8.28], [3.42, 5.99, 4.92], [2.54, 5.43, 5.98], [3.02, 3.96, 6.20], [2.44, 3.08, 5.15], [2.01, 2.32, 4.39], [3.16, 5.41, 4.03], [4.49, 5.98, 5.16], [2.99, 6.98, 4.75], [1.48, 5.48, 5.77], [2.81, 6.14, 6.77], [2.50, 3.58, 7.08], [4.10, 3.83, 6.25], [2.20, 4.66, -0.42], [3.02, 3.62, 0.26], [3.08, 2.64, -0.65], [2.64, 2.97, -1.84], [2.60, 2.27, -2.84], [2.15, 4.17, -1.73], [2.70, 5.62, -0.27], [1.16, 4.66, -0.10], [2.63, 3.23, 1.20], [4.09, 3.78, 0.27]],
  "spin_multiplicity": 2,
  "mol_weight_g_mol": 773.9,
  "charge": 1,
  "s_squared": 0.76,
  "gap_ha": [0.315, 0.116]
}

{
  "formula": "C8H11NO",
  "method": "ωB97M-V/def2-TZVPD",
  "elements": ["C", "C", "C", "C", "C", "C", "H", "H", "H", "H", "H", "H", "C", "C", "N", "O", "H", "H", "H", "H", "H"],
  "xyz": [[2.95, 0.76, -1.01], [1.71, 1.53, -0.94], [0.48, 0.86, -1.08], [0.40, -0.52, -1.41], [1.51, -1.18, -1.30], [2.84, -0.60, -1.20], [4.02, 1.18, -0.85], [1.82, 2.67, -0.96], [-0.45, 1.44, -0.93], [-0.63, -0.84, -1.79], [1.40, -2.23, -1.76], [3.78, -1.17, -1.12], [-3.32, -0.16, 2.29], [-2.16, -0.22, 1.35], [-0.89, -0.25, 2.01], [-2.30, -0.08, 0.11], [-3.54, 0.95, 2.25], [-3.02, -0.33, 3.42], [-4.13, -0.85, 1.98], [-0.03, -0.54, 1.55], [-1.03, -0.74, 3.05]],
  "mol_weight_g_mol": 137.2,
  "smiles": "c1ccccc1.CC(N)=O",
  "charge": 0,
  "gap_ha": 0.358,
  "e_above_lowest_ev": 1.9297
}